[1]
The following is a DFT calculation (the ωB97M-V functional and the def2-TZVPD basis) of a molecular structure, C24H37Cl2FN4O6PPtS2 in a non-equilibrium geometry.

Net charge: +2
Energy relative to the best compared isomer or geometry (same formula, charge and spin), kcal per mole: 53.4
DFT total energy, eV: -105690.1919
2S+1: 2

Cartesian coordinates (Å):
1 Pt -0.51310 -3.08188 -0.71430
2 C -6.17872 -5.03480 -0.70307
3 C -5.49384 -4.31755 -1.84284
4 O -4.75995 -3.13030 -1.40868
5 P -3.59093 -3.09562 -0.38632
6 S -2.43630 -1.49969 -0.72108
7 S -2.33024 -4.65605 -0.51788
8 O -4.33056 -3.03871 0.99898
9 C -3.60867 -3.06804 2.26002
10 C -4.57136 -2.70023 3.36062
11 H -6.74612 -5.87072 -1.11228
12 H -6.86167 -4.37140 -0.17487
13 H -5.45138 -5.43260 0.00659
14 H -6.20796 -3.92715 -2.56113
15 H -4.79693 -4.97697 -2.36048
16 H -2.77029 -2.37316 2.20494
17 H -3.21477 -4.07596 2.39893
18 H -4.94396 -1.68510 3.23104
19 H -4.06010 -2.76839 4.32094
20 H -5.42002 -3.38316 3.36767
21 C 5.00714 2.42653 0.46043
22 C 4.66719 2.05701 -0.97786
23 N 3.43626 1.26060 -1.07142
24 C 3.53998 -0.07824 -0.95822
25 C 2.48615 -0.93446 -1.04477
26 C 2.75004 -2.40742 -0.75590
27 O 3.91288 -2.77200 -0.80221
28 O 1.73110 -3.10622 -0.42911
29 C 1.19834 -0.44285 -1.35878
30 O 0.21461 -1.15830 -1.66894
31 C 1.06697 1.01231 -1.37013
32 C -0.18620 1.59949 -1.54583
33 C -0.31707 2.95736 -1.54247
34 F -1.53688 3.47958 -1.79031
35 C 0.76544 3.81180 -1.29678
36 C 2.00814 3.22903 -1.11610
37 C 2.18790 1.84279 -1.18854
38 N 0.65040 5.21875 -1.18135
39 C 1.44998 6.07219 -2.05041
40 C 1.95863 7.26010 -1.21394
41 N 1.03570 7.42580 -0.04036
42 C -0.39480 7.29255 -0.46461
43 C -0.64204 5.82751 -0.87528
44 H 5.91133 3.03363 0.48800
45 H 5.17707 1.52755 1.05261
46 H 4.19750 2.99177 0.92555
47 H 5.47195 1.46599 -1.40935
48 H 4.55936 2.94818 -1.59287
49 H 4.53693 -0.47484 -0.80904
50 H -1.05350 0.97379 -1.70604
51 H 2.84477 3.88484 -0.91888
52 H 0.85527 6.43437 -2.89716
53 H 2.28802 5.51506 -2.45775
54 H 1.96415 8.18295 -1.78985
55 H 2.96075 7.08517 -0.82771
56 H 1.20358 8.31573 0.42854
57 H 1.22904 6.66487 0.61402
58 H -0.55449 7.97685 -1.29507
59 H -1.04401 7.58475 0.35656
60 H -1.33748 5.81592 -1.71729
61 H -1.09766 5.26959 -0.05908
62 Cl 0.68362 -5.75513 -1.07918
63 C 0.53482 -5.56235 -2.82948
64 Cl -0.04450 -3.91514 -3.21794
65 H -0.19102 -6.27640 -3.19672
66 H 1.51145 -5.69768 -3.27711
67 C 0.86894 -1.77441 3.75119
68 N 0.82390 -3.16660 3.32840
69 C 1.46899 -4.14203 4.19478
70 C 0.18804 -3.52222 2.23161
71 O -0.43641 -2.72640 1.49994
72 H 0.19709 -1.61290 4.59565
73 H 0.56243 -1.14365 2.92265
74 H 1.88341 -1.52552 4.05923
75 H 1.06574 -4.06231 5.20420
76 H 2.54234 -3.95790 4.23509
77 H 1.29869 -5.14942 3.82281
78 H 0.22685 -4.59252 2.00581

---

[2]
The following is a DFT calculation (the ωB97M-V functional and the def2-TZVPD basis) of a molecular structure, C24H37EuO2Si in a non-equilibrium geometry.

Net charge: 0
DFT total energy, eV: -56780.8895
2S+1: 7

Cartesian coordinates (Å):
1 O 0.03240 5.05682 -6.22488
2 C -1.08096 4.92074 -7.16393
3 C -0.35326 5.70650 -8.27192
4 H -1.99347 5.39318 -6.78079
5 H -1.28214 3.86751 -7.39662
6 C 0.79220 5.81183 -7.21568
7 H -0.81150 6.65509 -8.53610
8 H -0.10049 5.12565 -9.15442
9 C 1.07449 7.22294 -6.73412
10 H 0.14181 7.72464 -6.45405
11 H 1.57324 7.81896 -7.50844
12 H 1.72745 7.19161 -5.85254
13 C 2.06678 5.08134 -7.59560
14 H 1.83739 4.06468 -7.93417
15 H 2.72986 5.01298 -6.72348
16 H 2.60573 5.60299 -8.39591
17 Eu -0.08129 0.15651 -0.18267
18 C 1.13413 -2.15700 0.05534
19 C -0.30788 -2.37806 0.01156
20 C -0.76274 -1.92794 -1.26066
21 H -0.97342 -2.80899 0.79543
22 C 0.36293 -1.42968 -1.97605
23 C 1.52149 -1.54251 -1.13177
24 H 2.52485 -1.20056 -1.38262
25 H 1.74236 -2.34625 0.95371
26 H -1.80555 -1.89774 -1.58241
27 H 0.34089 -0.98057 -2.96671
28 C 0.83653 0.28560 2.21482
29 C 1.95753 0.46351 1.31541
30 C 1.72380 1.59597 0.52359
31 H 2.79675 -0.23327 1.23563
32 C 0.47078 2.20018 0.96512
33 C -0.03959 1.43697 2.01666
34 H -1.01471 1.54160 2.50624
35 H 0.76427 -0.44580 3.04831
36 H 2.35637 1.96045 -0.28326
37 H -0.02872 3.04270 0.49433
38 O -0.54960 1.38466 -1.74117
39 C 0.50466 1.94600 -2.56436
40 C -0.15603 2.16420 -3.90334
41 H 1.35123 1.24659 -2.57495
42 H 0.81325 2.88263 -2.09133
43 C -1.61813 2.41021 -3.52404
44 H -0.08078 1.25158 -4.51142
45 H 0.29904 2.98459 -4.45158
46 C -1.83766 1.43969 -2.38539
47 H -2.31154 2.24152 -4.34129
48 H -1.73890 3.44119 -3.16748
49 H -2.08263 0.43077 -2.74376
50 H -2.56555 1.74230 -1.63036
51 C -0.09295 -1.99330 5.66917
52 Si -0.34526 -3.03126 4.13067
53 C 0.98651 -4.33611 4.02650
54 C -2.02799 -3.82302 4.15869
55 C -0.24038 -2.01862 2.75811
56 C -0.19413 -1.22219 1.72922
57 H -0.16780 -2.63883 6.55182
58 H -0.86091 -1.21234 5.72472
59 H 0.89836 -1.52438 5.64572
60 H 0.91489 -4.98686 4.90573
61 H 0.83850 -4.92671 3.11135
62 H 1.97304 -3.85837 3.99871
63 H -2.80087 -3.04637 4.20675
64 H -2.15029 -4.41423 3.24082
65 H -2.09659 -4.47432 5.03762

---

[3]
The following is a DFT calculation (the ωB97M-V functional and the def2-TZVPD basis) of 3 unconnected molecules or ions with the total composition C24H37F3NO4P2 in a non-equilibrium geometry.

Net charge: -1
DFT total energy, eV: -61889.2074
2S+1: 1

Cartesian coordinates (Å):
1 C -2.88362 2.86123 -0.04035
2 C -2.60143 1.36364 -0.68932
3 O -2.89991 0.24117 -0.02537
4 N -1.93796 1.33724 -2.06120
5 C -3.10224 1.49290 -3.05046
6 C -1.19424 0.03721 -2.27369
7 C 0.03649 0.29919 -3.34876
8 C 1.54158 0.04094 -2.67117
9 C 2.39889 1.45569 -2.48973
10 P 2.13992 2.30632 -0.80200
11 C 2.42050 3.98844 -1.67336
12 C 2.61264 5.26369 -0.66198
13 O 1.88162 6.39980 -0.83362
14 C 3.97551 2.16160 -0.28686
15 C 4.12218 1.00744 0.86729
16 O 5.05168 1.55486 1.91082
17 C 4.77073 -0.41005 0.36505
18 F 5.54879 -0.34071 -0.89285
19 F 3.74310 -1.51718 0.37088
20 F 5.75825 -0.81516 1.43467
21 P 1.62147 3.23110 1.11970
22 O 0.94624 2.07558 2.00329
23 H -2.04188 3.62506 -0.36329
24 H -2.90944 2.83878 1.14076
25 H -3.91454 3.23493 -0.49584
26 H -2.72427 1.44741 -4.17140
27 H -3.87998 0.63321 -2.84377
28 H -3.59507 2.55843 -2.87331
29 H -1.88548 -0.80866 -2.73877
30 H -0.67881 -0.37872 -1.29274
31 H -0.13592 -0.37615 -4.31532
32 H -0.09491 1.41617 -3.73236
33 H 2.14227 -0.57346 -3.49711
34 H 1.50164 -0.60964 -1.69913
35 H 3.51195 1.28172 -2.80427
36 H 1.94194 2.19275 -3.31061
37 H 1.79122 1.00477 -0.25945
38 H 0.72057 2.44123 -1.15918
39 H 3.35845 3.96858 -2.40976
40 H 1.49011 4.21501 -2.38413
41 H 3.40302 5.32342 0.22818
42 H 4.73540 2.06724 -1.18189
43 H 4.24907 3.19463 0.24556
44 H 3.12865 0.75224 1.44327
45 H 4.70246 2.43173 2.25382
46 H 0.59377 4.26855 1.00254
47 H 2.79531 3.78585 1.75863
48 C 1.32806 -5.62265 2.92902
49 C 0.29947 -5.60728 1.98746
50 C 0.29001 -4.64358 0.97949
51 C 1.31555 -3.70042 0.90722
52 C 2.34614 -3.71818 1.84661
53 C 2.35061 -4.67615 2.86012
54 H 1.33326 -6.37175 3.71647
55 H -0.49595 -6.34651 2.03977
56 H -0.51516 -4.62771 0.24999
57 H 1.31096 -2.95236 0.11886
58 H 3.14614 -2.98411 1.78916
59 H 3.15072 -4.68626 3.59504
60 C -7.02454 -2.58140 2.22666
61 C -6.06823 -3.45405 2.74505
62 C -4.71197 -3.21188 2.52888
63 C -4.31134 -2.09046 1.80194
64 C -5.26759 -1.21579 1.28677
65 C -6.62422 -1.46305 1.49504
66 H -8.08156 -2.77233 2.39243
67 H -6.38025 -4.32411 3.31734
68 H -3.96733 -3.89566 2.92721
69 H -3.25427 -1.89891 1.63755
70 H -4.95514 -0.34103 0.72167
71 H -7.36909 -0.78441 1.08884

---

[4]
The following is a DFT calculation (the ωB97M-V functional and the def2-TZVPD basis) of C24H37FN2O2 in the gas phase.

Net charge: 0
Energy relative to the best compared isomer or geometry (same formula, charge and spin), kcal per mole: 7.0
DFT total energy, eV: -35283.3274
2S+1: 1
SMILES: Cc1cc(C(=O)N(C)CCCCCCNC(=O)C[C@H]2CCCC[C@@H]2C)ccc1F

Cartesian coordinates (Å):
1 C -7.34763 -1.00753 -2.32040
2 C -6.48248 -1.40221 -1.15648
3 C -6.19377 -0.52913 -0.11793
4 C -5.39936 -0.91273 0.95807
5 C -5.16097 -0.01837 2.13807
6 O -5.30951 -0.46139 3.26643
7 N -4.79474 1.27849 1.91337
8 C -4.76424 2.17490 3.04939
9 C -4.09337 1.74475 0.72731
10 C -2.58346 1.84513 0.93206
11 C -1.95491 0.50393 1.28048
12 C -0.44198 0.57923 1.42566
13 C 0.17996 -0.77433 1.73336
14 C 1.68927 -0.71906 1.92685
15 N 2.40001 -0.25410 0.75011
16 C 2.63205 -1.05654 -0.31989
17 O 2.26412 -2.21855 -0.34847
18 C 3.38431 -0.40953 -1.46563
19 C 4.77199 0.10204 -1.08383
20 C 5.59282 -1.00627 -0.43023
21 C 6.96657 -0.51589 0.00733
22 C 7.72511 0.11635 -1.15348
23 C 6.89435 1.20032 -1.82832
24 C 5.52917 0.68722 -2.28257
25 C 4.75821 1.78590 -3.00199
26 C -4.89992 -2.20491 1.00768
27 C -5.15485 -3.08957 -0.02544
28 C -5.93436 -2.67244 -1.08393
29 F -6.18764 -3.53669 -2.08780
30 H -6.75844 -0.93553 -3.23615
31 H -8.12585 -1.75057 -2.49653
32 H -7.82636 -0.04750 -2.13833
33 H -6.62523 0.46497 -0.13977
34 H -5.40173 1.78398 3.83496
35 H -3.75635 2.28793 3.45812
36 H -5.13028 3.15723 2.74234
37 H -4.27787 1.05918 -0.09484
38 H -4.50102 2.71804 0.43623
39 H -2.14319 2.22980 0.00610
40 H -2.34818 2.58058 1.70714
41 H -2.38699 0.12554 2.21339
42 H -2.21061 -0.22782 0.50524
43 H -0.01017 0.97760 0.50137
44 H -0.18833 1.29094 2.22166
45 H -0.27005 -1.18697 2.64234
46 H -0.04368 -1.47907 0.92834
47 H 1.93797 -0.04222 2.74794
48 H 2.06419 -1.70809 2.19011
49 H 2.72514 0.69561 0.72128
50 H 3.46434 -1.16274 -2.25076
51 H 2.76740 0.40505 -1.85633
52 H 4.66630 0.91646 -0.34884
53 H 5.05383 -1.41770 0.42830
54 H 5.69967 -1.83455 -1.14090
55 H 6.84840 0.22158 0.80949
56 H 7.54080 -1.34487 0.42729
57 H 8.67347 0.53146 -0.80403
58 H 7.97267 -0.65693 -1.88876
59 H 6.74876 2.04025 -1.13686
60 H 7.43501 1.60623 -2.68857
61 H 5.70333 -0.13513 -2.99082
62 H 4.47331 2.58239 -2.30768
63 H 5.37289 2.23382 -3.78486
64 H 3.85170 1.41109 -3.47742
65 H -4.31545 -2.52054 1.86122
66 H -4.76409 -4.09846 -0.01119

---

[5]
The following is a DFT calculation (the ωB97M-V functional and the def2-TZVPD basis) of a molecular structure, C24H38AsCrN4S2.

Net charge: +1
Energy relative to the best compared isomer or geometry (same formula, charge and spin), kcal per mole: 0.0
DFT total energy, eV: -142393.8194
2S+1: 5

Cartesian coordinates (Å):
1 Cr 0.35846 0.08053 -0.53330
2 N 0.95692 1.01777 -2.42191
3 C 0.25913 2.30662 -2.62604
4 C -1.22855 2.17833 -2.30363
5 N -1.48706 1.49029 -1.02992
6 C -1.59967 2.36769 0.14814
7 C -0.25424 2.94490 0.55628
8 N 0.73858 1.86008 0.69407
9 H 1.95992 1.15829 -2.49761
10 H 0.71721 0.36784 -3.16785
11 H 0.36597 2.66540 -3.65215
12 H 0.73867 3.03807 -1.97984
13 H -1.70690 1.59947 -3.09506
14 H -1.68152 3.17561 -2.32355
15 H -2.34688 0.96150 -1.10874
16 H -1.98554 1.75667 0.96701
17 H -2.30598 3.18676 -0.02646
18 H -0.37469 3.48078 1.50075
19 H 0.09728 3.66818 -0.17825
20 H 0.58298 1.43533 1.61709
21 H 1.67290 2.25509 0.73360
22 C -1.95926 -1.58998 -6.90021
23 C -2.51310 -1.58074 -5.46869
24 C -2.77635 -0.12907 -5.07071
25 C -3.84480 -2.34468 -5.42730
26 C -1.51929 -2.26519 -4.53266
27 C -1.13634 -3.59533 -4.80084
28 C -0.26837 -4.29081 -3.99072
29 C 0.25167 -3.64276 -2.87276
30 S 1.31010 -4.24352 -1.64352
31 C 1.28643 -2.70190 -0.87594
32 N 0.52468 -1.81039 -1.45604
33 C -0.09541 -2.32458 -2.59021
34 C -0.99020 -1.64050 -3.41829
35 C 2.06429 -2.46518 0.34682
36 C 3.35826 -2.98798 0.42269
37 C 4.13214 -2.80782 1.55099
38 C 3.60364 -2.10092 2.62455
39 C 2.32152 -1.58560 2.56373
40 C 1.51528 -1.75239 1.43340
41 H -2.66618 -1.10371 -7.57424
42 H -1.79649 -2.60297 -7.26739
43 H -1.00934 -1.05466 -6.95619
44 H -3.48064 0.31832 -5.77242
45 H -1.85874 0.46473 -5.10250
46 H -3.21878 -0.05807 -4.07350
47 H -4.56661 -1.87393 -6.09670
48 H -4.26126 -2.34713 -4.41845
49 H -3.72193 -3.38057 -5.74294
50 H -1.54338 -4.10031 -5.66642
51 H -0.00647 -5.31623 -4.21352
52 H -1.28384 -0.63416 -3.14946
53 H 3.75943 -3.52466 -0.42888
54 H 5.13496 -3.20887 1.59604
55 H 4.19744 -1.95310 3.51737
56 H 1.91397 -1.04316 3.40556
57 C -2.30290 1.16185 3.87976
58 As -0.41041 1.59420 4.14268
59 C 0.01911 0.06949 5.28462
60 C -0.63157 2.93369 5.55201
61 S -0.14533 -1.12936 1.45551
62 H -2.82551 1.99900 3.41611
63 H -2.77803 0.93812 4.83497
64 H -2.37866 0.28696 3.23362
65 H -0.67033 0.03101 6.12778
66 H 1.03757 0.15394 5.66272
67 H -0.07317 -0.84601 4.70164
68 H -1.27977 2.55560 6.34235
69 H -1.06645 3.84266 5.13784
70 H 0.34086 3.18145 5.97569

---

[6]
The following is a DFT calculation (the ωB97M-V functional and the def2-TZVPD basis) of a molecular structure, C24H38AuN2O3PS in a non-equilibrium geometry.

Net charge: +2
Energy relative to the best compared isomer or geometry (same formula, charge and spin), kcal per mole: 0.0
DFT total energy, eV: -58428.3655
2S+1: 1

Cartesian coordinates (Å):
1 Au 0.64344 0.42803 0.33791
2 C -0.62155 -1.83696 1.79666
3 N 0.46754 -1.60473 0.80307
4 C 0.26060 -2.46836 -0.38969
5 C 1.75251 -1.95469 1.50767
6 C 2.92031 -1.37331 0.77159
7 N 2.77494 0.10116 0.72860
8 C 3.57254 0.66219 -0.38861
9 C 3.14788 0.77045 1.99906
10 H -0.56688 -2.87141 2.14171
11 H -1.57319 -1.63504 1.32240
12 H -0.47904 -1.16777 2.64455
13 H 0.25391 -3.51313 -0.07433
14 H 1.06079 -2.31258 -1.11023
15 H -0.68896 -2.19205 -0.83904
16 H 1.82023 -3.04034 1.59328
17 H 1.68351 -1.55041 2.51659
18 H 2.91875 -1.72521 -0.26023
19 H 3.87788 -1.67129 1.20408
20 H 4.63305 0.48473 -0.19400
21 H 3.39943 1.73213 -0.46691
22 H 3.29814 0.16850 -1.32009
23 H 4.20023 0.57888 2.21946
24 H 2.54026 0.40253 2.82331
25 H 2.99251 1.83937 1.88465
26 O 1.92487 3.54142 -1.41398
27 C 1.01746 3.00368 -0.86690
28 O 1.17076 2.32684 0.30277
29 C -0.43023 3.00025 -1.28826
30 P -1.25994 1.47677 -0.66029
31 C -1.80703 0.76182 -2.22164
32 C -3.11633 0.67949 -2.68260
33 C -3.36381 0.20197 -3.96035
34 C -2.32128 -0.22709 -4.76987
35 C -1.01310 -0.14883 -4.31204
36 C -0.75745 0.35642 -3.04775
37 C -2.41233 1.98694 0.61750
38 C -1.84976 2.66543 1.70496
39 C -2.66287 3.13670 2.72118
40 C -4.03738 2.94156 2.66023
41 C -4.59648 2.27482 1.58114
42 C -3.78904 1.78873 0.56376
43 H -0.53548 3.06952 -2.36774
44 H -0.92210 3.86431 -0.83573
45 H -3.94817 1.02656 -2.09194
46 H -4.38175 0.17068 -4.32662
47 H -2.52604 -0.60451 -5.76268
48 H -0.19262 -0.45870 -4.94505
49 H 0.27460 0.44355 -2.71749
50 H -0.78140 2.84058 1.75568
51 H -2.22473 3.66646 3.55606
52 H -4.67178 3.31595 3.45252
53 H -5.66800 2.13447 1.52548
54 H -4.24499 1.27606 -0.26608
55 C -4.81965 -1.33974 1.95698
56 C -5.03423 -1.67170 0.48853
57 S -3.52076 -2.31660 -0.22921
58 O -2.54691 -1.15183 -0.36019
59 C -4.12055 -2.73031 -1.88629
60 C -4.28390 -4.23710 -2.03748
61 H -5.73882 -0.94905 2.39162
62 H -4.04300 -0.58292 2.07879
63 H -4.53857 -2.23068 2.51935
64 H -5.32789 -0.80428 -0.10647
65 H -5.78406 -2.45476 0.35120
66 H -3.36009 -2.32234 -2.55191
67 H -5.05589 -2.19918 -2.06873
68 H -3.34868 -4.76047 -1.84003
69 H -4.59723 -4.47221 -3.05381
70 H -5.04280 -4.63033 -1.36014

---

- Number 1 is which compound?
  C24H37Cl2FN4O6PPtS2

---

- What is the net charge in the fourth record?
  0

---

- Which of these has the lowest DFT total energy?
  C24H38AsCrN4S2

---

- Among the records above, which one has the highest 2S+1?
  C24H37EuO2Si